[1]
99
Properties=species:S:1:pos:R:3:forces:R:3:mulliken_charge:R:1 method="wB97M-V/def2-TZVPD" e_tot_ev=-89049.0909 relative_energy_ev=0.534 orbital_gap_ev=8.4 total_charge=+1 max_force_ha_per_bohr=0.01216
S 3.582 -0.664 0.115 0.0 0.0 0.3 -0.335
S -0.500 -2.042 2.492 0.2 -0.2 -0.1 -0.125
P 0.357 1.416 -1.385 -0.3 0.3 -0.1 0.844
O 0.203 -1.425 1.315 -0.3 0.1 0.5 0.625
O 1.528 4.296 2.120 0.0 -0.1 0.1 -0.465
N 1.798 -2.731 -0.974 0.0 0.1 0.3 0.198
N -0.518 -2.456 -2.539 0.1 0.0 -0.3 0.471
N 1.377 2.104 1.623 0.1 0.0 0.0 -0.002
N 4.111 -2.723 1.706 0.2 0.1 -0.1 -0.415
N 2.650 -3.163 0.022 0.0 0.6 -0.2 -0.100
C -4.178 1.590 -0.505 0.0 0.0 0.0 -1.001
C 1.660 0.801 -5.199 0.0 0.0 0.0 -0.744
C -1.533 -0.808 3.267 0.0 0.0 -0.1 0.500
C -3.694 -4.611 0.520 0.0 0.0 0.0 -0.832
C 1.474 3.295 1.194 0.0 0.1 0.0 0.263
C 3.448 -2.246 0.634 -0.2 -0.1 0.0 0.331
C -0.111 -2.965 -5.246 0.1 0.0 -0.2 -0.713
C -1.773 -3.055 1.735 -0.1 0.0 0.0 0.852
C 1.943 5.143 -0.327 0.0 -0.1 0.0 -1.054
C -1.430 1.567 -1.003 0.0 -0.1 -0.1 1.011
C 1.213 5.255 -2.594 0.0 0.1 -0.1 -0.903
C -1.779 -3.159 0.354 0.0 0.0 0.1 0.195
C 1.472 3.831 -0.204 -0.2 -0.1 0.1 0.309
C -1.954 0.292 2.540 0.0 0.1 0.0 -0.659
C -2.687 -3.740 2.526 0.0 0.0 0.0 -0.843
C -2.755 -3.942 -0.252 0.0 0.0 0.0 -0.498
C -2.696 -0.042 5.209 0.0 0.0 0.0 -0.696
C -0.703 1.184 -5.401 0.0 0.0 0.1 -0.790
C 1.299 2.184 3.107 -0.1 0.0 -0.2 0.392
C -1.881 -0.984 4.599 0.1 -0.1 0.0 -0.402
C 1.549 0.881 -3.817 0.0 -0.1 0.1 -0.462
C -3.137 1.063 4.491 0.0 0.0 0.0 -0.741
C 1.842 5.844 -1.514 0.0 0.1 0.0 -0.774
C 2.232 -4.873 -2.116 0.0 0.1 -0.1 -1.984
C 0.832 -3.346 -4.306 0.1 -0.1 -0.1 -0.820
C -2.160 0.373 -0.978 0.0 0.1 0.0 0.062
C 0.584 -3.081 -2.967 0.0 0.0 0.2 0.705
C -1.422 -2.109 -3.459 0.2 0.0 0.2 -0.178
C -2.090 2.768 -0.766 0.0 0.0 0.1 -0.765
C 0.316 1.138 -3.211 0.2 0.0 0.1 0.211
C 0.533 0.968 -5.995 0.0 0.0 0.0 -0.607
C 1.785 1.123 5.320 0.0 0.1 0.0 -1.468
C -1.270 -2.351 -4.815 -0.1 0.0 0.0 -0.895
C 0.758 3.950 -2.495 0.1 -0.2 0.0 -0.294
C 3.702 1.623 3.788 0.0 -0.1 0.1 -1.784
C 0.908 3.191 -1.332 0.1 0.0 0.2 -0.266
C -3.525 0.382 -0.735 0.0 0.0 0.0 -0.350
C -3.461 2.777 -0.517 0.0 0.0 0.0 -0.869
C -2.764 1.232 3.161 0.0 0.0 0.0 -0.435
C 1.574 -3.529 -1.935 -0.3 -0.2 -0.2 0.185
C -0.814 1.263 -4.015 0.0 0.1 -0.1 0.185
C 1.546 3.666 3.418 -0.1 0.0 -0.3 -0.471
C -3.655 -4.515 1.908 0.0 0.0 0.0 -0.666
C 2.227 1.226 3.859 0.1 -0.1 -0.1 1.241
Li 1.060 -0.644 -0.052 0.5 0.0 -0.1 0.703
H 2.433 0.756 -3.195 0.0 0.0 -0.1 0.440
H 0.774 0.720 5.408 0.0 0.0 0.0 0.313
H 1.077 5.801 -3.522 0.0 -0.1 0.1 0.474
H -2.043 -2.058 -5.512 0.0 0.0 0.0 0.466
H -1.027 -2.643 -0.233 -0.1 -0.1 0.0 0.314
H 1.793 2.110 5.799 0.0 -0.1 0.0 0.310
H 0.275 1.918 3.374 -0.1 -0.1 0.0 -0.193
H 3.198 -4.749 -2.614 0.0 0.0 0.0 0.332
H -4.080 -0.549 -0.711 0.0 0.0 0.0 0.526
H 2.226 6.855 -1.582 0.0 -0.1 0.0 0.404
H 1.613 -5.521 -2.731 0.0 0.0 0.0 0.460
H -3.098 2.098 2.602 0.0 0.0 0.0 0.517
H -5.246 1.603 -0.318 0.1 0.0 0.0 0.361
H 2.386 5.617 0.536 0.0 0.0 0.0 0.521
H 0.618 0.926 -7.075 0.0 0.0 0.1 0.391
H -4.453 -5.219 0.042 0.0 0.0 0.0 0.417
H -3.768 1.802 4.974 0.1 -0.1 0.0 0.407
H -1.639 0.418 1.513 0.0 0.0 0.0 0.500
H 1.750 -3.835 -4.609 -0.1 0.0 0.0 0.504
H 2.793 -4.145 0.176 0.0 -0.2 0.0 0.214
H -1.513 -1.838 5.159 0.0 0.1 0.0 0.523
H 2.413 -5.385 -1.174 0.0 -0.1 0.0 0.548
H -3.968 3.718 -0.335 0.1 -0.1 0.0 0.422
H -4.379 -5.049 2.512 0.0 0.0 0.0 0.404
H 4.318 0.838 4.240 -0.1 0.1 -0.1 0.448
H 0.776 4.117 4.039 -0.1 0.1 -0.1 0.258
H -2.312 -1.607 -3.092 0.0 0.0 0.0 0.373
H 2.518 3.854 3.865 0.0 0.0 0.0 0.266
H 4.171 -3.707 1.910 -0.1 0.0 0.0 0.158
H -1.537 3.700 -0.777 -0.1 0.0 0.0 0.418
H 0.060 -3.150 -6.300 0.0 0.0 0.1 0.439
H 2.462 0.481 5.889 -0.1 0.0 0.0 0.426
H 3.902 2.535 4.361 0.0 -0.1 -0.1 0.388
H -2.773 -4.033 -1.333 0.0 0.0 0.1 0.447
H -2.974 -0.163 6.249 0.0 0.0 -0.1 0.431
H -2.653 -3.668 3.608 0.0 0.0 -0.1 0.363
H -1.784 1.450 -3.571 0.0 0.0 0.0 0.403
H 4.804 -2.115 2.104 0.1 0.0 0.1 0.266
H 0.278 3.512 -3.359 0.1 0.0 0.0 0.468
H 2.627 0.621 -5.655 -0.1 0.0 0.0 0.428
H -1.645 -0.567 -1.153 0.0 0.0 0.0 -0.043
H 2.104 0.250 3.375 0.0 0.0 0.0 -0.181
H 4.038 1.770 2.762 0.0 0.0 -0.1 0.341
H -1.588 1.305 -6.016 0.0 0.0 0.0 0.451



[2]
20
Properties=species:S:1:pos:R:3:forces:R:3:mulliken_charge:R:1 method="wB97M-V/def2-TZVPD" e_tot_ev=-30542.1528 relative_energy_ev=0.000 orbital_gap_ev=7.2 total_charge=0 max_force_ha_per_bohr=0.08938
I 3.409 1.685 0.075 0.2 0.4 -0.1 0.205
S 0.601 -2.275 0.490 0.5 0.7 -0.5 0.132
F 4.113 -1.808 -0.702 -0.1 0.0 0.7 -0.233
N 2.143 -2.515 0.208 1.2 0.9 -0.5 -0.505
C -2.136 -0.454 0.535 0.1 -2.5 -1.9 -1.787
C -0.797 0.192 0.029 -2.2 0.5 0.1 2.194
C -0.808 1.452 0.927 -0.8 -1.5 1.1 -1.469
C 0.284 -0.720 0.257 4.5 0.7 0.4 -0.846
C 2.941 -1.432 -0.160 -1.5 -0.1 0.0 0.619
C 2.606 -0.111 -0.155 -3.6 -2.8 0.6 -0.486
C -0.664 0.566 -1.493 1.2 1.2 0.4 -1.275
H -1.632 0.857 -1.937 0.5 0.0 0.2 0.373
H -2.926 0.217 0.353 -1.1 0.9 -0.6 0.527
H 0.138 1.468 -1.541 -1.9 -2.2 -0.2 0.242
H -1.756 2.019 0.788 0.5 -0.6 0.3 0.374
H -2.094 -0.520 1.596 0.2 -0.4 0.9 0.477
H -0.247 -0.320 -2.013 -0.3 0.8 0.0 0.359
H -0.065 2.107 0.641 2.0 1.4 -0.4 0.397
H -2.466 -1.490 0.110 0.9 1.7 0.6 0.327
H -0.644 1.084 1.990 -0.4 0.9 -1.2 0.376



[3]
84
Properties=species:S:1:pos:R:3:forces:R:3:mulliken_charge:R:1 method="wB97M-V/def2-TZVPD" e_tot_ev=-292119.3353 orbital_gap_ev=1.1 total_charge=0 max_force_ha_per_bohr=0.05468
Br 0.271 5.389 0.847 0.1 0.5 -0.2 -0.634
Br -0.227 5.101 -7.451 1.8 2.0 -0.8 -0.593
Br 0.691 -0.730 1.847 0.4 -2.0 -0.5 -0.474
Cl -0.306 -0.072 -4.525 -0.4 -1.4 -0.1 -0.185
S -0.529 2.726 1.724 0.0 0.0 -0.1 0.619
S -3.030 3.928 -7.207 0.5 -0.8 2.2 1.264
Mg 1.244 0.086 3.976 -0.6 1.1 -0.8 0.226
F -2.896 4.868 -8.405 -0.5 0.1 -0.3 -0.162
O -3.621 4.622 -6.115 -0.9 0.8 -0.6 -0.678
O -0.399 1.488 -3.308 0.3 0.4 0.3 -0.447
O -4.211 1.130 -10.542 -0.2 -0.2 0.0 -0.903
O 0.327 1.834 2.573 0.3 0.5 1.5 -0.346
O -3.628 1.408 -5.875 -0.5 -0.2 0.0 0.013
O -1.787 3.338 -6.856 -0.5 -1.8 -0.7 -0.650
O -7.400 3.715 -9.028 0.0 0.1 -0.3 -0.574
N -3.981 2.781 -7.855 -1.1 0.0 0.7 0.300
N 1.237 2.867 -4.148 0.3 -0.2 0.7 0.231
N 4.057 -3.348 8.112 -0.2 0.3 0.2 0.215
C 4.650 -6.485 7.068 -0.2 0.0 0.1 -0.117
C -1.162 1.732 0.369 -0.1 -0.2 -0.1 -1.183
C 0.069 2.337 -4.203 -0.6 1.1 -0.2 0.017
C 4.995 -4.408 8.638 0.2 -0.1 0.0 -0.813
C -4.743 0.889 -5.172 -0.1 0.2 0.6 -0.338
C 5.571 -5.410 7.651 0.0 -0.2 -0.2 -0.760
C 4.152 -3.183 5.706 0.0 -0.2 -0.1 -0.454
C 1.646 3.781 -5.214 0.0 -0.3 0.1 -0.125
C -2.079 2.931 2.591 -0.1 -0.1 0.1 -0.987
C 2.147 2.567 -3.036 -0.1 -0.1 0.1 -0.903
C 3.953 -7.351 8.116 0.1 0.0 -0.1 -1.432
C -5.556 1.957 -4.460 0.0 -0.1 -0.1 -0.935
C -6.061 3.238 -9.226 -0.3 0.2 0.8 -0.475
C 3.763 -2.437 9.263 0.1 0.0 0.0 -1.212
C 4.661 -2.540 6.981 0.0 -0.1 -0.3 -0.681
C 2.736 -3.634 6.064 -0.1 0.0 -0.1 -0.523
C -5.419 3.151 -7.841 -0.2 -0.5 -0.7 -1.080
C 2.741 -3.893 7.573 -0.1 -0.1 -0.2 -0.397
C -3.720 1.446 -7.271 1.2 0.1 -0.6 -1.234
Be -2.078 0.219 -2.411 0.5 0.3 -0.6 0.520
H -1.622 0.814 0.738 0.0 0.0 0.1 0.463
H 4.472 -4.903 9.455 -0.1 0.0 0.0 0.500
H -2.774 3.472 1.951 0.1 0.1 0.0 0.350
H 5.744 -2.529 7.084 0.0 0.0 0.1 0.278
H -1.881 2.321 -0.201 0.1 0.1 0.1 0.451
H 4.161 -2.484 4.871 0.0 0.1 0.1 0.516
H -5.758 2.813 -5.094 0.0 0.1 -0.1 0.188
H 3.907 -6.045 6.399 0.0 0.0 0.0 0.046
H 5.827 -3.855 9.073 0.0 0.0 0.0 0.389
H -4.143 1.489 -9.653 0.3 0.1 -0.1 0.296
H 1.689 2.862 -2.094 0.0 0.1 0.0 0.295
H 1.932 -3.352 8.055 0.1 0.0 0.1 0.436
H 5.257 -7.132 6.434 0.0 0.0 0.0 0.458
H 3.079 -1.663 8.928 0.0 0.0 0.0 0.525
H -7.585 3.746 -8.088 -0.1 0.0 0.1 0.316
H 3.398 -6.764 8.851 0.0 0.0 0.0 0.320
H -0.309 1.485 -0.259 0.0 0.0 0.0 0.281
H -5.940 2.349 -7.322 -0.1 0.0 0.2 0.390
H 3.073 3.112 -3.179 0.0 0.1 -0.1 0.378
H -1.880 3.511 3.489 0.0 0.1 0.0 0.320
H -2.753 1.139 -7.654 0.1 0.0 0.0 0.417
H -2.479 1.951 2.855 0.0 0.0 0.0 0.342
H -0.537 2.633 -5.060 -0.3 -0.2 0.1 0.470
H -5.388 0.265 -5.792 0.1 0.1 -0.4 0.355
H 4.768 -4.031 5.412 0.0 0.0 0.0 0.162
H 3.245 -8.025 7.637 0.0 0.0 0.0 0.364
H -4.455 0.766 -7.693 -0.3 0.0 0.1 0.696
H 3.309 -3.020 10.060 0.0 0.0 0.0 0.421
H -6.499 1.521 -4.138 -0.1 0.0 0.1 0.375
H 6.367 -5.926 8.196 0.0 0.1 0.1 0.531
H 6.085 -4.887 6.843 0.0 0.0 0.0 0.255
H -5.622 4.067 -7.290 0.3 0.2 0.0 0.667
H -5.028 2.319 -3.583 0.1 0.1 0.1 0.243
H 2.435 -4.513 5.499 0.0 0.0 0.0 0.415
H 4.277 -1.525 7.069 0.0 0.0 0.1 0.477
H 4.677 -7.962 8.656 0.0 0.0 0.1 0.387
H 2.649 -4.939 7.845 0.1 0.0 0.0 0.126
H 0.815 3.845 -5.923 0.4 0.2 0.0 -0.493
H 4.695 -1.991 9.602 0.0 0.0 0.0 0.413
H -6.102 2.250 -9.674 0.2 0.0 -0.4 0.334
H -4.336 0.231 -4.403 0.1 -0.2 0.0 0.201
H -5.517 3.934 -9.855 0.0 0.0 -0.2 0.352
H 2.017 -2.849 5.832 0.0 0.1 0.0 0.098
H 2.346 1.496 -3.010 0.0 0.0 0.0 0.298
H 1.858 4.763 -4.799 -0.1 0.0 0.0 0.418
H 2.536 3.392 -5.708 0.0 -0.1 0.1 0.368